[1]
C13H37O9 | ωB97M-V/def2-TZVPD

Geometry as ORCA input:
```
! wB97M-V def2-TZVPD RIJCOSX def2/J DEFGRID3
* xyz -1 1
O 10.982 9.850 12.828
O 7.631 8.769 14.963
O 9.362 7.523 8.878
O 11.165 11.469 10.408
O 9.524 8.079 12.952
O 7.601 10.933 10.511
O 9.734 9.360 11.056
O 15.497 10.720 12.201
O 12.280 7.929 14.716
C 6.323 9.354 9.262
C 10.435 8.643 7.062
C 10.636 12.694 8.425
C 6.587 10.005 10.630
C 10.369 12.502 9.932
C 9.983 9.014 12.248
C 13.579 12.009 12.863
C 9.377 10.313 15.705
C 14.086 10.900 11.940
C 12.288 5.657 15.593
C 8.098 10.082 14.929
C 11.450 6.785 14.924
C 10.581 7.985 8.456
H 9.247 10.060 16.779
H 11.341 9.132 6.739
H 10.167 9.663 15.360
H 10.002 7.999 6.275
H 11.151 10.573 12.182
H 12.543 5.853 16.636
H 13.391 11.651 13.862
H 11.050 6.489 13.959
H 10.730 13.410 10.428
H 8.398 10.431 10.762
H 14.002 11.190 10.890
H 6.826 9.231 11.349
H 13.523 9.971 12.152
H 11.787 8.615 14.247
H 9.689 9.428 7.196
H 13.241 5.570 15.079
H 9.214 7.988 9.719
H 6.051 10.075 8.501
H 15.590 10.246 13.031
H 8.233 10.436 13.883
H 12.595 12.348 12.503
H 10.506 11.753 7.875
H 11.646 13.065 8.191
H 5.726 10.578 11.021
H 9.609 11.354 15.673
H 5.542 8.592 9.250
H 7.371 10.778 15.380
H 8.139 8.272 14.281
H 7.227 8.858 8.909
H 9.888 13.367 8.017
H 10.648 10.625 10.426
H 9.312 12.302 10.022
H 11.711 4.733 15.471
H 14.239 12.878 12.882
H 11.068 8.696 9.135
H 10.571 7.026 15.450
H 11.257 7.141 8.353
*
```

* electronic energy: -1194.74976 Ha
* E_LUMO: 3.04 eV
* relative energy (zero: lowest compared OMol25 entry of this formula, charge and spin): 0.000 eV
* HOMO energy: -7.02 eV



[2]
C3H28NO11S2 | ωB97M-V/def2-TZVPD

Geometry as ORCA input:
```
! wB97M-V def2-TZVPD RIJCOSX def2/J DEFGRID3
* xyz 1 1
S -0.577 1.346 1.713
S -2.625 1.794 1.368
O 3.401 3.028 -0.790
O 0.122 -3.977 1.472
O 0.812 -3.068 -1.281
O -3.212 1.203 -1.966
O 1.272 3.260 -2.413
O -1.363 3.089 -1.851
O -2.134 -2.551 1.561
O 3.296 -2.302 -0.224
O 0.311 -0.807 -2.519
O 2.755 0.979 0.774
O 2.316 -3.018 3.295
N -1.866 -1.153 -0.839
C -0.876 -0.005 -0.606
C 0.207 0.069 -1.710
C -0.243 -0.081 0.814
H -1.481 0.928 -0.802
H 0.819 -3.666 -2.037
H -1.376 -1.884 -1.336
H -0.593 -0.979 1.361
H 0.869 -3.648 -0.504
H 0.167 -4.869 1.907
H -2.474 1.800 -1.732
H 2.984 0.048 0.573
H 3.206 -2.678 3.127
H 3.768 3.712 -0.354
H 2.897 -2.449 -1.073
H 4.262 -2.119 -0.466
H 0.868 -0.227 0.609
H -2.792 -3.081 1.964
H -1.616 4.033 -1.917
H -0.359 3.087 -1.985
H 1.952 -2.289 3.754
H -3.298 0.826 2.007
H -1.334 -3.127 1.517
H 0.840 -3.527 1.876
H 0.933 0.846 -1.634
H -2.307 -1.380 0.050
H 1.442 3.810 -3.226
H 2.130 3.246 -1.863
H -2.588 -0.745 -1.538
H 3.288 1.366 1.433
H -3.766 1.770 -2.416
H 3.039 2.385 -0.141
*
```

* electronic energy: -1809.64781 Ha
* E_LUMO: -2.50 eV
* relative energy (zero: lowest compared OMol25 entry of this formula, charge and spin): 0.130 eV
* HOMO energy: -11.67 eV



[3]
H2 | ωB97M-V/def2-TZVPD

Geometry as ORCA input:
```
! wB97M-V def2-TZVPD RIJCOSX def2/J DEFGRID3
* xyz 0 1
H -0.488 -0.988 -0.364
H 0.488 0.988 0.364
*
```

* electronic energy: -0.94475 Ha
* E_LUMO: -2.96 eV
* relative energy (zero: lowest compared OMol25 entry of this formula, charge and spin): 5.881 eV
* HOMO energy: -9.94 eV



[4]
C34H59BrNP3Pb | ωB97M-V/def2-TZVPD

Geometry as ORCA input:
```
! wB97M-V def2-TZVPD RIJCOSX def2/J DEFGRID3
* xyz 4 1
Pb 0.436 0.574 -0.396
Br 4.330 1.607 -4.664
P 1.711 2.192 1.191
P -1.996 0.341 -2.359
P -1.361 -0.773 1.723
N -0.585 -5.529 2.330
C -0.276 -5.329 -0.045
C 3.697 0.190 1.763
C -2.821 -1.322 -4.556
C 2.678 -2.370 -2.701
C -1.009 -5.723 1.076
C -2.383 -2.226 1.207
C -3.929 -0.063 3.082
C -0.525 3.789 1.310
C -2.356 1.980 -4.700
C -1.158 -1.368 4.631
C -2.659 0.389 2.353
C 0.668 -5.118 2.516
C 1.744 -4.214 -0.997
C -3.731 -0.064 -1.879
C 3.672 -0.032 -3.972
C -4.828 0.683 -2.631
C 1.013 -4.776 0.138
C -2.074 1.982 -3.203
C 1.100 4.019 3.216
C 0.470 3.040 2.218
C -2.905 -3.255 2.208
C -1.629 -0.849 -3.728
C 2.942 4.703 0.477
C 1.892 -1.191 -2.803
C 4.343 -1.246 -4.119
C 2.257 -3.509 -1.874
C 4.171 2.491 2.591
C 2.392 3.382 -0.084
C -0.504 -1.362 3.249
C 3.046 1.497 2.271
C 2.450 0.001 -3.296
C 3.868 -2.380 -3.448
C 3.459 2.663 -0.941
C 1.486 -4.689 1.462
H 2.477 1.277 3.195
H -1.313 4.253 1.920
H 4.880 1.978 3.258
H 1.676 3.525 4.005
H 2.986 -0.628 1.571
H 4.417 -3.313 -3.490
H -0.161 -2.376 3.002
H 1.729 4.746 2.683
H 5.226 -1.297 -4.736
H 2.468 -4.271 1.681
H 1.947 0.973 -3.190
H -1.095 2.447 -3.007
H -2.103 1.097 2.986
H 0.317 4.607 3.713
H -2.121 -3.864 2.674
H -0.025 4.615 0.779
H -4.526 0.844 3.263
H 4.408 -0.154 2.532
H -3.796 0.145 -0.799
H -1.993 -6.183 0.970
H -1.143 -1.707 -3.241
H -2.237 2.999 -5.090
H 3.064 1.753 -1.412
H -0.867 -0.377 -4.366
H -1.018 3.134 0.573
H 1.539 3.629 -0.743
H -0.070 2.252 2.782
H -5.793 0.470 -2.155
H 1.023 -5.123 3.549
H 4.292 0.380 0.856
H -3.527 -2.829 3.004
H 3.820 3.388 3.117
H -1.948 -2.124 4.737
H 0.394 -0.724 3.287
H -3.738 -0.502 4.069
H 4.337 2.395 -0.340
H -3.852 -1.153 -1.991
H -1.560 -0.399 4.955
H -4.678 1.768 -2.617
H -4.573 -0.751 2.519
H 4.754 2.757 1.695
H -1.681 1.330 -5.268
H -3.384 1.670 -4.929
H -1.745 -2.742 0.471
H -4.904 0.363 -3.678
H -0.715 -5.418 -1.036
H -3.226 -1.789 0.649
H -2.474 -2.102 -5.248
H 2.174 5.413 0.810
H -0.378 -1.642 5.357
H -2.815 2.585 -2.663
H 0.840 -1.277 -2.514
H 3.651 4.526 1.294
H 3.786 3.330 -1.753
H -3.538 -3.958 1.649
H 3.527 5.241 -0.282
H -3.627 -1.750 -3.945
H -2.961 0.935 1.445
H -3.246 -0.515 -5.170
*
```

* electronic energy: -5174.96545 Ha
* E_LUMO (spin up / spin down): -14.75 / -14.18 eV
* HOMO energy (spin up / spin down): -18.16 / -18.17 eV



[5]
CH4OS | ωB97M-V/def2-TZVPD

Geometry as ORCA input:
```
! wB97M-V def2-TZVPD RIJCOSX def2/J DEFGRID3
* xyz 0 1
S 1.463 -0.173 -0.281
O -1.247 -0.634 -0.339
C -0.283 0.426 -0.304
H -0.357 0.748 0.747
H -0.398 1.212 -1.104
H -0.829 -1.212 0.303
H 1.652 -0.367 0.977
*
```

* electronic energy: -513.88979 Ha
* E_LUMO: 0.76 eV
* SMILES: OCS
* relative energy (zero: lowest compared OMol25 entry of this formula, charge and spin): 0.135 eV
* HOMO energy: -9.70 eV



[6]
C5H32N2O9 | ωB97M-V/def2-TZVPD

Geometry as ORCA input:
```
! wB97M-V def2-TZVPD RIJCOSX def2/J DEFGRID3
* xyz 0 1
O -4.248 0.272 -0.583
O 2.548 3.187 -2.859
O -1.921 -0.715 2.612
O -3.048 -2.652 1.778
O -0.609 1.749 4.604
O -4.761 1.508 1.613
O -1.825 -2.069 -1.539
O 0.423 -4.249 -1.122
O 0.185 -2.118 -3.180
N 0.873 0.539 -1.105
N -0.454 2.724 -1.263
C 3.140 0.284 0.062
C 3.807 0.798 1.388
C -0.411 1.281 -0.995
C 1.738 0.980 0.048
C 2.919 -1.169 -0.081
H -3.938 1.327 2.081
H -1.062 -1.850 -0.982
H 3.807 -1.766 0.005
H 2.562 2.478 -2.206
H -3.889 -2.739 1.288
H 3.690 0.288 2.366
H 3.621 1.835 1.660
H -1.343 -2.594 -2.195
H 4.856 0.579 1.243
H -4.446 0.805 -1.352
H -2.198 -0.021 1.999
H -4.727 0.765 0.952
H -2.546 -2.253 1.057
H -3.539 -0.357 -0.685
H -2.791 -0.998 2.919
H 2.633 -1.562 -1.047
H 0.009 2.880 -2.191
H 0.933 -1.555 -2.937
H 1.303 0.795 -2.000
H 0.252 -4.965 -0.493
H -0.502 -3.919 -1.160
H 2.151 -1.574 0.570
H -1.007 0.841 -1.814
H 3.732 0.761 -0.772
H 0.670 -2.821 -3.631
H 1.136 0.810 0.976
H -0.138 3.451 -0.641
H 2.527 4.064 -2.449
H -0.462 2.684 4.728
H -0.840 1.130 5.290
H -0.836 1.086 0.022
H 2.024 2.045 0.019
*
```

* electronic energy: -996.27358 Ha
* E_LUMO: 0.26 eV
* SMILES: CC(C)CNCN.O.O.O.O.O.O.O.O.O
* relative energy (zero: lowest compared OMol25 entry of this formula, charge and spin): 3.355 eV
* HOMO energy: -9.22 eV



[7]
C55H47BrIN5O4PbSTe | ωB97M-V/def2-TZVPD

Geometry as ORCA input:
```
! wB97M-V def2-TZVPD RIJCOSX def2/J DEFGRID3
* xyz -1 2
Pb -1.349 1.273 0.929
I -1.347 0.757 3.962
Te 0.898 -1.711 -0.488
Br -2.935 7.957 -0.354
S -4.584 0.351 -0.269
O -4.383 1.462 3.236
O -4.164 1.243 -1.317
O -4.542 -1.052 -0.594
O -1.237 -2.651 -0.590
N -1.884 1.516 -8.984
N 2.072 0.315 0.521
N -3.844 0.673 1.147
N -0.329 -1.548 1.110
N 3.534 1.367 1.763
C 1.824 -4.137 -3.931
C -2.751 6.076 -0.034
C 1.815 4.582 1.214
C 1.438 3.476 5.898
C -0.465 0.598 -1.174
C 3.766 1.757 0.470
C 1.174 -3.334 -3.004
C -8.472 1.422 1.738
C -6.237 0.746 0.300
C -2.692 5.627 1.272
C -6.112 1.129 1.621
C -0.440 2.023 -4.426
C -2.682 5.209 -1.108
C 2.562 -2.337 0.781
C 6.148 -2.312 3.197
C 2.578 -5.561 -2.185
C -1.955 0.137 -4.380
C 1.904 -5.284 0.185
C 3.372 -6.026 -4.531
C 0.352 2.735 1.845
C 1.267 -3.609 -1.626
C 3.676 -2.669 2.897
C 2.584 -5.228 -3.529
C -8.587 1.029 0.409
C -1.717 1.411 -7.850
C 2.174 4.793 2.515
C -1.508 1.279 -6.449
C 0.682 2.975 3.208
C -2.339 3.386 0.439
C 3.825 -2.133 0.193
C -0.655 2.162 -5.781
C -2.500 -2.600 1.472
C 2.496 0.508 1.744
C 2.504 -2.671 2.145
C 0.928 3.540 0.890
C -0.793 0.794 -2.336
C 1.990 4.218 4.894
C 4.972 -2.151 0.977
C -1.071 0.996 -3.712
C -2.162 0.270 -5.735
C -4.684 1.111 2.102
C -2.502 4.268 1.498
C -2.483 3.854 -0.860
C -7.232 1.472 2.358
C 4.910 -2.371 2.343
C 1.627 3.995 3.546
C 3.980 -1.917 -1.290
C -7.462 0.674 -0.326
C 0.134 2.248 4.297
C 0.348 -2.175 -3.505
C 0.494 2.481 5.597
C 2.850 1.093 -0.288
C -1.332 -2.230 0.612
C 1.244 -3.060 2.869
C 1.920 -4.781 -1.235
H 6.460 -3.316 3.489
H 3.116 -6.444 -1.856
H 2.685 1.139 -1.350
H 4.109 -5.396 -5.032
H -7.536 0.344 -1.353
H 4.544 2.449 0.210
H 0.689 3.375 -0.156
H -9.362 1.692 2.292
H 3.612 -2.883 3.959
H -0.489 -1.987 -2.833
H -7.118 1.777 3.389
H 1.943 -6.374 0.188
H -2.497 -3.680 1.625
H -9.563 0.994 -0.056
H 2.715 4.995 5.107
H -2.445 -2.099 2.436
H 2.715 -6.439 -5.298
H -2.775 6.322 2.097
H 2.217 5.214 0.431
H -2.450 3.149 -1.681
H -2.469 -0.627 -3.813
H 4.887 -1.356 -1.516
H -3.414 -2.334 0.952
H 2.100 0.017 2.615
H 4.036 -2.880 -1.802
H 2.761 -4.912 0.747
H 3.900 -6.846 -4.047
H 3.993 1.721 2.584
H 1.482 -3.720 3.705
H 2.867 5.581 2.786
H -2.470 3.913 2.522
H -0.044 -2.401 -4.497
H 0.727 -2.183 3.255
H 5.935 -1.968 0.512
H -2.823 -0.408 -6.259
H 1.716 3.649 6.929
H 0.047 1.901 6.393
H 0.943 -1.260 -3.588
H 6.966 -1.840 2.655
H -2.766 5.582 -2.121
H 0.547 -3.563 2.208
H 3.124 -1.383 -1.697
H 1.761 -3.894 -4.987
H -0.159 2.946 -6.339
H 0.992 -4.967 0.687
H 0.217 2.705 -3.902
H 5.962 -1.744 4.110
*
```

* electronic energy: -6429.44917 Ha
* E_LUMO (spin up / spin down): 1.92 / 1.12 eV
* relative energy (zero: lowest compared OMol25 entry of this formula, charge and spin): 0.000 eV
* HOMO energy (spin up / spin down): -4.32 / -5.51 eV



[8]
C6H12O | ωB97M-V/def2-TZVPD

Geometry as ORCA input:
```
! wB97M-V def2-TZVPD RIJCOSX def2/J DEFGRID3
* xyz 0 1
O 0.069 -0.471 0.751
C 1.301 -0.574 0.152
C 2.061 0.710 -0.039
C -1.527 -0.325 -1.071
C 1.805 -1.774 -0.139
C -1.882 0.840 1.159
C -0.881 0.386 0.111
H -1.366 1.325 1.993
H -2.217 0.354 -1.582
H 3.052 0.494 -0.441
H -0.773 -0.662 -1.792
H 1.244 -2.683 0.050
H 2.804 -1.874 -0.552
H -2.090 -1.205 -0.740
H 2.173 1.236 0.917
H -2.571 1.566 0.715
H 1.552 1.400 -0.720
H -0.370 1.290 -0.254
H -2.465 0.000 1.549
*
```

* electronic energy: -311.02409 Ha
* E_LUMO: 1.01 eV
* SMILES: C=C(C)OC(C)C
* relative energy (zero: lowest compared OMol25 entry of this formula, charge and spin): 0.957 eV
* HOMO energy: -8.92 eV



> What is the electronic energy in the eighth record?

-311.02409 Ha



Repeat the eighth record exactly.
C6H12O | ωB97M-V/def2-TZVPD

Geometry as ORCA input:
```
! wB97M-V def2-TZVPD RIJCOSX def2/J DEFGRID3
* xyz 0 1
O 0.069 -0.471 0.751
C 1.301 -0.574 0.152
C 2.061 0.710 -0.039
C -1.527 -0.325 -1.071
C 1.805 -1.774 -0.139
C -1.882 0.840 1.159
C -0.881 0.386 0.111
H -1.366 1.325 1.993
H -2.217 0.354 -1.582
H 3.052 0.494 -0.441
H -0.773 -0.662 -1.792
H 1.244 -2.683 0.050
H 2.804 -1.874 -0.552
H -2.090 -1.205 -0.740
H 2.173 1.236 0.917
H -2.571 1.566 0.715
H 1.552 1.400 -0.720
H -0.370 1.290 -0.254
H -2.465 0.000 1.549
*
```

* electronic energy: -311.02409 Ha
* E_LUMO: 1.01 eV
* SMILES: C=C(C)OC(C)C
* relative energy (zero: lowest compared OMol25 entry of this formula, charge and spin): 0.957 eV
* HOMO energy: -8.92 eV